DFT (ωB97M-V/def2-TZVPD) results for a molecular structure, C35H25BrCl4CrIN3O4.

Structure (XYZ):
```
74
Properties=species:S:1:pos:R:3:forces:R:3
Cr 0.37171 0.13439 -0.08130 0.54 0.02 0.07
C 1.83725 -3.43605 0.85678 0.04 0.00 0.02
C 1.94867 -3.40923 -0.63909 0.06 0.01 -0.02
C 2.94708 -4.11576 -1.29612 -0.02 0.03 0.00
C 3.08834 -4.03429 -2.67280 0.01 -0.01 0.00
C 2.22334 -3.23313 -3.39933 -0.01 -0.01 0.01
C 1.20889 -2.51800 -2.77184 0.04 -0.07 0.03
C 0.27805 -1.65356 -3.56646 -0.02 0.02 -0.04
C 1.06977 -2.61836 -1.38577 -0.03 0.09 0.01
N 0.09533 -1.84668 -0.70327 -0.10 -0.17 -0.14
C -0.97482 -2.48777 -0.22478 -0.18 0.13 0.08
O -1.33407 -3.66116 -0.39190 0.04 -0.05 0.00
C -1.80788 -1.57973 0.66120 0.03 -0.05 -0.03
C -3.01740 -1.93022 1.23300 0.02 0.03 -0.01
C -3.66346 -1.00100 2.04194 0.09 0.05 -0.02
C -3.07936 0.24231 2.27097 0.01 -0.03 -0.02
C -1.86423 0.52328 1.67515 0.02 0.06 -0.03
N -1.26542 -0.37799 0.88673 -0.40 -0.06 0.15
C -1.10600 1.83060 1.83208 -0.08 -0.20 0.10
O -1.57722 2.71692 2.55956 0.03 0.03 -0.06
N 0.02837 1.80449 1.13490 -0.05 0.11 0.14
C 0.87056 2.94510 1.14501 0.01 -0.13 0.02
C 0.58849 4.01744 0.29548 0.05 -0.01 -0.01
C -0.64815 3.98021 -0.54759 0.00 0.03 -0.07
C 1.49581 5.06505 0.20925 0.00 0.00 0.00
C 2.66343 5.05770 0.95589 0.00 -0.01 0.00
C 2.92100 3.99965 1.81229 -0.04 -0.03 0.00
C 2.03232 2.93498 1.92308 -0.02 0.09 -0.01
C 2.31669 1.79041 2.85327 -0.01 -0.02 -0.05
H 2.65275 -4.01757 1.29110 -0.02 -0.01 0.00
H 0.88745 -3.87075 1.17275 -0.04 -0.02 0.00
H 1.88904 -2.41846 1.25040 0.01 0.02 -0.01
H 3.63560 -4.71547 -0.71215 0.03 -0.03 0.01
H 3.88150 -4.57661 -3.17311 0.02 -0.01 -0.02
H 2.33471 -3.14761 -4.47466 0.01 0.00 -0.02
H 0.51841 -1.70860 -4.62959 0.00 0.00 -0.02
H 0.33754 -0.61107 -3.24955 0.03 0.04 0.05
H -0.75547 -1.97854 -3.43272 -0.05 0.00 0.01
H -3.41585 -2.91334 1.02739 -0.02 -0.02 0.00
H -4.61720 -1.24387 2.49326 -0.03 -0.01 0.01
H -3.53171 1.00409 2.89012 -0.02 0.00 0.02
H -0.60418 3.10297 -1.19445 -0.03 -0.03 -0.05
H -0.72000 4.87275 -1.17138 -0.01 0.02 -0.02
H -1.54315 3.90668 0.07118 -0.07 0.00 0.05
H 1.29075 5.88055 -0.47453 0.00 0.04 -0.02
H 3.37635 5.86667 0.85957 0.03 0.03 0.00
H 3.83405 3.98098 2.39549 0.04 0.01 0.02
H 3.18956 2.01134 3.47010 0.01 -0.01 0.00
H 2.51402 0.87909 2.28576 -0.01 -0.04 -0.05
H 1.46280 1.60176 3.50680 -0.02 -0.01 0.00
Cl 4.72745 3.81661 -3.89599 0.02 -0.02 0.01
C 4.07663 2.67171 -2.75717 -0.07 0.16 -0.15
C 4.89960 2.00854 -1.88102 0.21 -0.06 0.08
Cl 6.61764 2.29438 -1.89185 -0.03 0.02 -0.03
C 4.35368 1.09480 -0.96436 0.01 -0.04 0.08
Cl 5.37580 0.25736 0.16990 -0.02 0.01 -0.01
C 2.98892 0.83638 -0.90412 -0.02 0.06 -0.06
O 2.43804 0.01656 -0.06651 -0.02 0.09 0.07
C 2.11813 1.53743 -1.82879 -0.03 -0.04 0.06
O 0.84426 1.29207 -1.74998 0.07 0.02 -0.30
C 2.69179 2.43115 -2.72442 -0.04 -0.01 0.00
Cl 1.62491 3.27968 -3.81512 0.02 -0.01 0.02
Br -5.52773 2.32505 -1.63069 0.01 -0.04 0.01
C -4.15168 3.10915 -2.66997 0.04 0.03 -0.04
C -4.35337 4.40944 -3.11597 0.06 -0.04 -0.02
C -3.37820 5.03769 -3.87190 0.00 -0.02 0.00
C -2.20061 4.36997 -4.17978 -0.01 -0.03 0.06
C -2.00128 3.07525 -3.73300 -0.10 0.09 0.08
C -2.97862 2.42987 -2.97518 0.06 0.13 -0.10
I -2.52845 0.51251 -2.34997 -0.14 -0.18 0.15
H -5.26982 4.92055 -2.85864 -0.03 0.02 0.01
H -3.53696 6.05404 -4.20645 0.00 0.04 -0.01
H -1.41947 4.85964 -4.74493 0.02 0.02 -0.02
H -1.06790 2.56574 -3.92614 0.06 -0.02 -0.01
```
Forces are in eV/Å.

Values from the calculation:
Net charge ... -2
Energy ... -206022.816 eV
Multiplicity ... 5
E_LUMO (alpha / beta) ... 3.743 / 3.740 eV
Orbital gap (alpha / beta) ... 5.1 / 5.4 eV

***

DFT (ωB97M-V/def2-TZVPD) results for a molecular structure, C35H25Cl3N5O5RuS.

Structure (XYZ):
```
75
Properties=species:S:1:pos:R:3:forces:R:3
Ru -2.48706 -0.04936 0.90547 -0.36 0.16 -0.12
C -1.17594 4.10421 1.48762 0.02 0.01 0.05
C -1.16095 2.71159 1.48157 0.05 0.09 -0.09
N -2.27062 2.00182 1.30048 -0.04 -0.29 -0.17
C -3.45974 2.65284 1.13027 -0.20 -0.08 0.18
C -3.55289 4.04373 1.08898 0.00 -0.08 0.01
C -2.36192 4.76992 1.27784 -0.01 -0.02 -0.02
C -4.84219 4.64665 0.89464 0.00 0.03 -0.01
C -5.95935 3.89147 0.82112 -0.03 0.01 0.00
C -5.89683 2.46105 0.93770 0.10 -0.01 0.04
C -7.02447 1.61651 0.94725 0.00 -0.02 0.00
C -6.85560 0.26309 1.09689 -0.01 0.02 0.03
C -5.56286 -0.26136 1.21455 -0.02 0.00 0.09
N -4.49172 0.50893 1.19370 0.15 0.00 -0.31
C -4.64982 1.85178 1.06767 0.12 0.13 0.10
H -0.25475 4.64195 1.65819 0.00 0.01 -0.01
H -0.24301 2.15622 1.62521 -0.02 -0.02 -0.04
H -2.38937 5.85249 1.27378 0.00 0.00 -0.02
H -4.89980 5.72421 0.81603 -0.01 0.00 0.02
H -6.92734 4.35549 0.68536 0.00 0.01 0.01
H -8.01525 2.04164 0.85032 0.00 0.00 -0.01
H -7.70273 -0.40682 1.12432 0.00 0.00 0.01
H -5.39556 -1.32300 1.34701 0.00 -0.01 -0.06
O -3.11932 -1.02067 -0.68595 0.33 0.10 0.11
C -3.26062 -2.26543 -0.80193 0.01 -0.18 0.12
C -2.99615 -3.24027 0.18579 0.11 0.15 0.02
C -3.04756 -4.60317 -0.19075 -0.03 -0.03 0.08
C -2.69605 -5.54853 0.72052 0.03 0.02 -0.06
C -2.30542 -5.21271 2.02527 0.05 -0.01 -0.01
C -2.28745 -3.90272 2.42901 -0.10 0.03 -0.08
C -2.63826 -2.88588 1.52236 0.04 -0.17 -0.16
O -2.67348 -1.65343 1.95489 -0.05 0.32 0.14
N -2.70586 -6.96853 0.31759 -0.14 -0.05 0.08
O -3.27012 -7.23810 -0.71921 0.09 0.02 -0.03
O -2.16018 -7.74819 1.06421 0.00 0.02 -0.02
H -3.61878 -2.59583 -1.77887 0.02 0.00 0.00
H -3.35194 -4.90067 -1.18577 0.03 0.00 -0.02
H -2.01864 -6.00714 2.70111 -0.02 -0.01 0.00
H -2.01654 -3.62863 3.43837 0.01 0.01 0.00
Cl 8.75852 -1.21902 -3.54599 0.02 0.01 -0.01
C 7.24700 -0.91577 -2.77376 -0.03 0.00 0.01
C 6.07572 -0.93692 -3.51833 0.02 0.01 0.02
C 4.87156 -0.68807 -2.88506 0.02 0.02 0.01
C 4.81312 -0.41590 -1.52250 0.02 -0.01 0.02
C 3.48626 -0.14308 -0.85781 0.01 -0.04 0.02
C 2.76709 -1.45101 -0.54623 0.03 -0.02 -0.04
N 1.55964 -1.19550 0.23948 -0.04 0.14 0.01
C 1.48893 -1.08833 1.60649 -0.03 -0.04 -0.02
C 0.23392 -0.65629 1.89158 0.19 0.02 -0.02
N -0.45481 -0.47144 0.70202 -0.12 -0.34 0.53
C 0.38284 -0.81215 -0.26379 -0.14 0.11 -0.30
O 2.60480 0.61234 -1.66873 -0.14 -0.09 0.15
C 2.67345 2.00947 -1.37791 0.08 0.13 -0.12
C 4.05192 2.56398 -1.55427 0.01 0.11 -0.12
C 4.66349 2.70130 -2.76939 -0.04 0.11 0.06
Cl 3.95876 2.38196 -4.29646 -0.01 -0.03 -0.02
S 6.26975 3.26936 -2.64563 -0.03 -0.04 0.02
C 6.15098 3.34460 -0.94208 -0.05 -0.02 0.03
C 4.92669 2.94753 -0.49989 0.09 -0.01 0.00
C 6.00400 -0.41450 -0.80540 0.00 -0.05 0.00
Cl 5.99427 -0.12470 0.91332 0.03 -0.05 0.04
C 7.22394 -0.65631 -1.41278 -0.01 0.00 -0.04
H 6.11497 -1.13736 -4.57949 0.00 0.00 0.00
H 3.95745 -0.66563 -3.46341 -0.02 0.00 -0.02
H 3.66707 0.38748 0.08364 -0.05 -0.05 -0.02
H 3.40911 -2.12561 0.01711 0.00 0.00 0.00
H 2.47068 -1.93568 -1.47611 0.05 -0.03 0.00
H 2.31891 -1.34601 2.24151 0.01 0.02 0.01
H -0.21833 -0.49101 2.85587 -0.01 -0.01 -0.02
H 0.18067 -0.76701 -1.32088 0.01 0.00 -0.01
H 2.34048 2.17534 -0.34423 0.01 0.04 -0.01
H 1.96600 2.48653 -2.05679 0.01 -0.05 -0.02
H 6.99233 3.67658 -0.35621 0.01 0.01 0.00
H 4.65699 2.91159 0.54659 0.00 0.02 0.01
H 8.13797 -0.64591 -0.83707 0.00 0.00 0.00
```
Forces are in eV/Å.

Values from the calculation:
Net charge ... +2
Energy ... -105357.767 eV
Multiplicity ... 2
E_LUMO (alpha / beta) ... -7.544 / -7.456 eV
Orbital gap (alpha / beta) ... 4.8 / 4.9 eV

***

DFT (ωB97M-V/def2-TZVPD) results for a molecular structure, C35H25Cl5IrN3OS.

Structure (XYZ):
```
71
Properties=species:S:1:pos:R:3:forces:R:3
Ir -0.44468 -0.20127 -0.15571 0.08 -0.01 0.05
C -0.78515 -0.82186 4.14976 0.01 0.00 -0.01
C 0.33168 -0.14126 4.60063 0.00 -0.01 -0.01
C 1.16570 0.48096 3.67801 0.00 0.00 0.01
C 0.85838 0.41146 2.33500 -0.01 0.01 0.00
N -0.24950 -0.25005 1.90374 -0.06 -0.05 0.00
C -1.04432 -0.85412 2.78968 0.01 -0.01 0.03
C 1.68757 1.01276 1.26672 0.03 0.02 0.00
C 2.86774 1.71975 1.42014 -0.02 0.00 -0.02
C 3.50917 2.19790 0.28378 0.02 0.01 0.01
C 2.99305 1.95324 -0.98241 -0.02 -0.01 0.02
C 1.81557 1.23291 -1.09053 0.03 0.00 0.01
N 1.20734 0.81187 0.02920 0.05 0.03 0.03
C 1.13848 0.80575 -2.33374 -0.01 0.01 -0.02
C 1.61336 1.07667 -3.59944 0.01 -0.02 0.00
C 0.93607 0.56797 -4.70354 -0.01 0.00 0.01
C -0.18920 -0.20961 -4.50513 0.01 -0.01 0.01
C -0.62352 -0.44096 -3.20983 0.01 -0.02 -0.01
N 0.01177 0.06461 -2.15245 -0.05 -0.07 -0.03
H -1.45526 -1.32503 4.83220 0.00 0.00 0.00
H 0.55979 -0.09479 5.65705 0.00 0.00 0.00
H 2.04527 1.01200 4.01251 0.00 0.00 0.00
H -1.90492 -1.37548 2.39360 0.00 0.00 -0.01
H 3.28714 1.90225 2.39871 -0.01 -0.01 0.01
H 4.42859 2.75922 0.38629 0.00 0.00 0.00
H 3.51013 2.31374 -1.85966 -0.01 0.00 -0.01
H 2.50530 1.67126 -3.73529 0.00 0.00 0.00
H 1.29559 0.77373 -5.70281 0.00 0.00 0.00
H -0.73417 -0.63935 -5.33335 0.00 0.00 0.00
H -1.49310 -1.05032 -3.00814 0.00 0.00 0.00
Cl -2.74249 -1.17081 -0.39916 0.03 -0.01 0.00
C -3.03335 0.55762 -0.28094 0.04 -0.02 0.00
C -1.79352 1.22622 -0.13330 -0.10 -0.02 0.00
C -1.85010 2.63312 -0.01003 0.00 0.09 0.01
Cl -0.40186 3.52275 0.18439 -0.01 -0.01 0.00
C -3.06418 3.29706 -0.04581 0.00 -0.02 0.00
Cl -3.14202 4.97936 0.09485 0.00 0.01 0.00
C -4.28623 2.55964 -0.20326 0.04 0.00 0.00
Cl -5.74351 3.35028 -0.24546 -0.02 0.01 0.00
C -4.26480 1.12509 -0.32443 0.01 0.03 0.01
Cl -5.67935 0.22256 -0.50492 0.00 0.01 0.00
O 0.57996 -2.02989 -0.31077 -0.05 0.03 -0.12
S 1.84639 -2.77409 0.17578 -0.05 0.03 0.08
C 3.22564 -2.06529 -0.74272 0.02 -0.05 -0.06
C 4.48811 -2.80206 -0.37827 0.05 0.02 0.00
C 5.24929 -3.41687 -1.36781 -0.02 0.02 0.00
C 6.40666 -4.10377 -1.03219 0.00 0.00 0.02
C 6.80489 -4.18704 0.29456 0.00 0.00 0.00
C 6.05418 -3.56934 1.28557 0.00 -0.01 0.00
C 4.90142 -2.87581 0.95087 -0.01 0.01 -0.01
C 1.65403 -4.38385 -0.64982 -0.03 -0.05 0.05
C 1.16505 -4.27273 -2.06098 0.01 0.01 -0.01
C 2.05405 -4.35384 -3.12867 0.00 0.03 0.02
C 1.59365 -4.26625 -4.43561 0.00 0.00 -0.01
C 0.23778 -4.10820 -4.68416 0.01 0.00 0.00
C -0.65853 -4.04612 -3.62354 -0.01 0.00 0.01
C -0.19700 -4.12363 -2.31839 0.00 -0.03 -0.01
H 3.24812 -1.01923 -0.42869 0.03 0.02 0.00
H 2.98740 -2.12622 -1.80733 0.00 0.02 0.02
H 4.95449 -3.33670 -2.40703 -0.01 -0.01 -0.01
H 6.99995 -4.57056 -1.80663 0.00 0.00 0.00
H 7.70492 -4.72638 0.55626 0.00 0.00 0.00
H 6.37082 -3.62536 2.31815 0.00 0.00 0.00
H 4.32555 -2.38802 1.73058 0.00 0.00 0.01
H 0.95368 -4.91782 -0.00639 0.00 0.00 -0.01
H 2.63252 -4.85943 -0.55467 0.00 0.01 -0.02
H 3.10482 -4.53183 -2.93824 0.01 0.00 0.00
H 2.28896 -4.35885 -5.25918 0.00 0.00 0.00
H -0.12432 -4.07838 -5.70358 0.00 0.00 0.00
H -1.72216 -3.98347 -3.81886 0.00 0.00 0.00
H -0.89878 -4.12091 -1.49254 -0.01 0.00 0.00
```
Forces are in eV/Å.

Values from the calculation:
Net charge ... +3
Energy ... -119480.832 eV
Multiplicity ... 2
E_LUMO (alpha / beta) ... -9.156 / -11.933 eV
Orbital gap (alpha / beta) ... 6.7 / 3.9 eV